Record 1
14
Properties=species:S:1:pos:R:3 method="wB97M-V/def2-TZVPD" smiles="C#CC(=C)C(=C)C=O" relative_energy_kcal_mol=127.06 lumo_energy_ev=-0.970 homo_ha=-0.32635
H -1.35552 -2.46935 1.29472
H 0.54794 -1.24192 2.36607
C -1.47818 -1.66739 0.53862
H -2.03230 2.80168 -1.03818
H 0.67441 0.87397 -1.31548
C 0.55877 -0.36120 0.34617
C -0.81345 -0.63449 -0.13759
C 1.29155 0.67082 -0.38668
C 1.12055 -0.82704 1.53415
O 2.45221 0.99624 -0.48521
C -1.56782 0.38932 -0.77727
H -2.56446 -1.68998 0.49123
C -1.98448 1.57807 -1.05510
H 2.35060 -1.13277 1.70951

=====

Record 2
14
Properties=species:S:1:pos:R:3 method="wB97M-V/def2-TZVPD" smiles="CC=C=C=CC=C=O" relative_energy_kcal_mol=50.07 lumo_energy_ev=0.339 homo_ha=-0.28693
H 3.67232 -0.76986 -0.86595
C -0.37138 0.41605 0.02712
H -1.27957 2.25551 0.05986
O -4.37670 -1.07601 0.02180
C -3.64463 -0.17309 -0.01469
C 3.10901 -0.52628 0.03643
H 3.09681 0.55223 0.16730
H -3.48760 1.79122 -0.13178
C -2.88432 0.89163 -0.03738
C 1.72129 -1.07290 -0.04173
C -1.45385 1.18527 0.02614
H 3.63463 -0.98602 0.87391
C 0.63112 -0.33816 0.00709
H 1.63286 -2.14961 -0.12811

=====

Record 3
14
Properties=species:S:1:pos:R:3 method="wB97M-V/def2-TZVPD" smiles="O=C1[C@H]2C=C[C@@H]1C=C2" relative_energy_kcal_mol=81.09 lumo_energy_ev=0.514 homo_ha=-0.33560
H 0.76914 1.99772 -1.32290
C -1.23118 -0.27974 -0.07035
H 1.33640 -1.65555 1.78986
C 0.72771 -1.16856 -0.64813
H -0.51156 -0.30301 -2.29497
C 0.14350 1.34209 0.65911
H -0.03587 2.20531 1.37578
C 0.69722 -1.08880 0.78214
H 1.80307 -1.40969 -1.34490
C -0.21586 -0.12623 -1.16231
C 0.39533 1.20075 -0.68208
H -1.12291 -0.23661 1.95283
C -0.29800 -0.11306 1.11932
O -2.45699 -0.36464 -0.15341

=====

Results for molecular weight: 106.12; 106.12; 106.12 (in g/mol, following the order of the records).